C14H33O13P2S | wB97M-V/def2-TZVPD

Structure (XYZ):
```
63
Properties=species:S:1:pos:R:3:forces:R:3
C 5.1993 0.1295 1.2338 1.748 1.489 -0.890
O 4.5013 -0.2961 2.4570 -1.098 -0.357 -2.424
S 2.9871 -1.0072 2.1303 -1.941 0.264 -2.787
O 2.7537 -1.2669 0.6223 1.751 0.958 4.761
O 1.8086 0.1816 2.5530 1.852 0.019 -2.433
C 1.8256 1.2964 1.5583 -0.261 5.965 -4.693
O 2.5255 2.3878 1.9319 -3.056 -5.750 -1.055
O 1.1100 1.2924 0.2730 3.472 -1.168 7.572
H 6.3202 0.3737 1.5646 -2.539 -0.521 -0.496
H 5.2907 -0.6958 0.4032 -0.623 1.509 1.770
H 4.7294 1.1360 0.8037 0.848 -2.367 0.939
O 2.9238 -2.6779 -3.9067 1.393 -4.459 0.329
P 1.7530 -3.6823 -3.7740 -5.647 8.434 -0.200
O 0.9680 -3.1643 -5.1386 0.464 -0.556 -0.773
C 1.5303 -3.4573 -6.4034 -0.214 0.158 -0.150
C 1.4021 -4.9290 -6.7426 0.110 -0.180 -0.155
O 0.8870 -2.7706 -2.6825 0.662 -2.066 -0.163
C 1.5459 -1.8090 -1.8688 0.307 0.822 0.442
C 1.5683 -0.4458 -2.5411 -0.043 0.194 -0.190
O 0.4449 -4.8047 -3.6258 3.245 -1.761 0.488
C 0.7761 -6.1784 -3.5033 -0.327 -0.526 0.103
C 1.9458 -6.4507 -2.5768 -0.176 0.054 0.235
H 2.5755 -3.1392 -6.4395 0.045 0.031 0.003
H 0.9798 -2.8703 -7.1440 -0.008 0.061 0.171
H 2.0805 -5.5216 -6.1242 0.075 -0.099 -0.002
H 1.6582 -5.1148 -7.7915 0.012 0.014 0.134
H 0.3880 -5.2868 -6.5586 -0.009 0.090 -0.038
H 2.5527 -2.1513 -1.6075 -0.248 0.148 -0.153
H 0.9887 -1.7349 -0.9282 0.040 -0.117 -0.310
H 1.8796 -0.4998 -3.5892 0.136 -0.206 0.110
H 2.2438 0.2334 -2.0135 -0.233 -0.089 0.078
H 0.5665 -0.0061 -2.5421 0.127 -0.012 0.165
H 0.9745 -6.5904 -4.4947 0.035 -0.141 -0.081
H -0.1120 -6.6892 -3.1182 -0.010 0.148 -0.042
H 2.8633 -5.9792 -2.9414 0.113 -0.002 -0.117
H 2.1278 -7.5262 -2.4975 0.036 0.113 -0.002
H 1.7492 -6.0486 -1.5790 -0.009 -0.067 -0.077
O -3.8931 2.0942 3.3301 4.464 -0.379 -0.657
P -3.1093 3.4208 3.1786 -8.128 3.977 0.903
O -3.7148 4.1007 4.5635 0.457 -0.338 0.636
C -3.2928 3.5934 5.8150 -0.106 0.158 0.243
C -1.8559 3.9721 6.1137 0.204 -0.110 0.104
O -4.1878 4.1202 2.1202 1.201 -0.321 -0.590
C -5.0449 3.3080 1.3285 -0.226 -0.270 -0.002
C -6.3638 3.0492 2.0386 -0.238 0.074 0.189
O -2.2335 4.9031 3.0094 1.622 -3.144 -0.518
C -0.8275 4.8137 2.8457 0.916 0.160 -0.285
C -0.3850 3.7112 1.9026 -0.201 0.614 -0.150
H -3.4252 2.5089 5.8517 -0.017 -0.050 -0.009
H -3.9441 4.0324 6.5762 -0.088 0.008 -0.163
H -1.1737 3.4077 5.4735 0.101 -0.029 0.023
H -1.5984 3.7486 7.1549 -0.023 -0.019 -0.138
H -1.6834 5.0332 5.9279 -0.087 -0.015 0.038
H -4.5422 2.3760 1.0496 -0.164 0.098 0.177
H -5.2410 3.8471 0.3948 0.150 0.114 0.160
H -6.2266 2.7487 3.0823 0.186 -0.094 -0.255
H -6.9317 2.2685 1.5249 0.018 0.061 0.006
H -6.9691 3.9604 2.0600 0.035 -0.044 -0.085
H -0.3588 4.6862 3.8236 0.100 0.017 0.062
H -0.4884 5.7777 2.4536 -0.188 0.014 0.046
H -0.6809 2.7252 2.2730 0.031 -0.229 0.160
H 0.7030 3.7174 1.7916 -0.122 -0.270 -0.023
H -0.8438 3.8387 0.9181 0.074 -0.010 0.061
```
Positions in Å, forces in eV/Å.

Properties
**Highest occupied orbital energy**: -5.13 eV
**Total energy**: -71079.29643 eV
**Multiplicity**: 1
**Frontier orbital gap**: 0.2042 hartree
**LUMO energy**: 0.4259 eV
**Charge**: -1

---

C14H34BClNO2P2 | wB97M-V/def2-TZVPD

Structure (XYZ):
```
55
Properties=species:S:1:pos:R:3:forces:R:3
C 6.9920 -1.8836 -0.9097 -0.076 0.309 -0.158
C 6.5513 -0.7260 -0.3531 0.504 0.149 -0.172
P 4.9716 0.0894 -0.5571 0.098 -0.337 -1.835
Cl 5.9380 2.1606 -0.2144 0.020 0.456 0.207
B 4.2097 0.8650 -2.1362 -0.039 0.892 -0.001
O 4.7347 0.6475 -3.3628 -0.351 -0.637 0.045
O 3.0890 1.6702 -1.9842 0.269 0.041 0.009
P 3.8293 -1.8718 -0.8032 0.147 -0.614 0.841
C 3.9696 -2.4171 -2.5626 0.040 -0.066 -0.133
C 2.0771 -1.3059 -0.4649 -0.064 0.254 -0.413
C 1.0410 -1.5510 -1.5675 0.213 0.255 0.513
H 7.1998 -2.7463 -0.2821 1.757 0.526 0.203
H 7.1815 -1.9895 -1.9749 -1.649 -0.643 -0.262
H 7.2026 -0.2189 0.3621 -0.853 -0.798 1.383
H 4.2510 0.2827 0.6219 0.233 0.168 0.132
H 4.1203 0.9515 -4.0477 0.285 0.174 0.010
H 3.3254 2.3825 -1.3700 -0.256 -0.147 0.112
H 4.7542 -1.8868 -3.1011 -0.060 0.152 0.006
H 4.2560 -3.4670 -2.5478 -0.029 -0.042 0.021
H 3.0459 -2.3479 -3.1338 -0.013 0.142 -0.014
H 1.7714 -1.8208 0.4462 0.010 -0.037 0.021
H 2.0873 -0.2370 -0.2222 0.082 0.029 -0.039
H 1.4025 -1.1957 -2.5291 -0.093 -0.063 -0.103
H 0.7949 -2.6100 -1.6157 -0.065 -0.008 -0.254
H 0.1431 -0.9767 -1.3274 -0.181 -0.149 -0.100
C -1.7185 2.9623 -0.4072 0.052 -0.048 0.098
C -1.6300 1.4495 -0.6391 -0.007 0.338 0.008
C -2.9269 0.6710 -0.4489 0.228 -0.063 -0.075
N -3.2476 0.1966 0.9556 -0.079 -0.099 -0.197
C -4.6509 -0.3729 0.8983 -0.114 -0.054 0.122
C -5.2292 -0.7083 2.2600 0.020 0.034 0.136
C -5.1878 0.5050 3.1800 0.030 -0.026 0.023
C -3.7553 1.0069 3.2975 -0.114 -0.090 0.024
C -3.1707 1.3398 1.9345 -0.029 -0.007 0.222
C -2.2887 -0.8847 1.3305 -0.029 0.066 0.091
H -1.6688 3.2375 0.6449 -0.045 0.019 -0.002
H -0.8835 3.4585 -0.8984 -0.007 -0.002 -0.023
H -2.6398 3.3732 -0.8233 0.014 0.005 -0.032
H -0.8125 1.0245 -0.0533 0.014 -0.064 -0.060
H -1.3510 1.3064 -1.6843 -0.003 -0.160 0.015
H -2.9042 -0.2393 -1.0485 -0.061 -0.010 0.006
H -3.7753 1.2686 -0.7808 -0.012 0.032 0.068
H -5.2682 0.3815 0.4106 0.032 0.030 -0.006
H -4.6009 -1.2513 0.2562 0.011 0.048 -0.073
H -6.2572 -1.0423 2.1184 0.021 -0.028 -0.115
H -4.6967 -1.5473 2.7138 -0.005 -0.006 -0.001
H -5.5831 0.2502 4.1621 0.005 -0.003 0.005
H -5.8254 1.2981 2.7774 -0.004 -0.006 -0.010
H -3.1375 0.2654 3.8099 0.014 0.009 0.000
H -3.7159 1.9091 3.9082 0.076 0.044 -0.061
H -2.1193 1.6003 2.0289 -0.004 0.076 -0.131
H -3.7118 2.1707 1.4812 0.022 -0.002 -0.041
H -1.2837 -0.4748 1.3594 0.013 -0.023 -0.013
H -2.3514 -1.6747 0.5866 0.018 -0.008 0.000
H -2.5476 -1.2770 2.3075 0.013 -0.010 0.004
```
Positions in Å, forces in eV/Å.

Properties
**Highest occupied orbital energy**: -9.51 eV
**Total energy**: -52424.67723 eV
**Multiplicity**: 1
**Energy above the lowest of the compared OMol25 structures with the same formula, charge and spin**: 0.0 kcal/mol
**Frontier orbital gap**: 0.2608 hartree
**LUMO energy**: -2.4134 eV
**Charge**: +1

---

C14H34LiNO6 | wB97M-V/def2-TZVPD

Structure (XYZ):
```
56
Properties=species:S:1:pos:R:3:forces:R:3
Li 4.8239 2.8954 4.2102 -0.417 -0.557 -0.463
C 0.9479 -0.6005 0.7436 -1.011 -0.947 -0.463
C 2.2852 -0.0157 1.1858 0.601 -0.469 0.680
O 3.2001 0.1758 0.3836 0.183 0.241 -1.488
O 2.4087 0.1765 2.4203 -0.407 0.562 1.433
H 0.9768 -1.5296 0.1743 0.986 -0.039 -0.400
H 0.3747 0.0389 0.0723 0.055 0.432 0.224
H 0.3137 -0.9600 1.5539 0.027 0.793 0.453
C 7.4481 -4.2595 0.8167 -2.108 2.144 -0.240
C 8.5133 -5.1943 1.2054 0.722 -0.934 -0.134
C 7.9369 -6.5587 1.5343 0.125 -0.338 -0.680
O 9.5151 -5.2050 0.1906 0.628 -0.487 0.331
H 7.4559 -3.3284 1.3834 -0.366 -0.249 0.681
H 6.4528 -4.7022 0.7796 -0.122 -0.057 0.831
H 7.3995 -3.7757 -0.1588 1.175 -0.563 -0.700
H 9.0125 -4.9674 2.1475 0.238 0.921 -0.222
H 7.1251 -6.4351 2.2511 0.071 -0.120 0.078
H 8.7138 -7.2098 1.9351 -0.105 -0.067 0.025
H 7.5382 -7.0025 0.6221 -0.157 -0.211 0.004
H 9.0900 -5.0980 -0.6635 -0.112 -0.031 0.028
C 6.0529 4.8955 -5.5280 0.842 0.104 0.184
C 5.5647 4.1008 -4.3525 -1.197 0.316 0.812
C 4.0568 4.0676 -4.2760 -1.019 -0.014 -1.020
O 6.0432 2.8003 -4.3259 0.581 -1.775 -0.822
H 6.0553 5.9380 -5.2097 0.260 0.095 -0.175
H 5.5188 4.8588 -6.4775 -0.267 -0.508 0.202
H 7.0693 4.5282 -5.6699 0.198 0.456 -0.354
H 6.0177 4.4909 -3.4411 -0.333 1.085 0.118
H 3.6055 3.5840 -3.4096 0.203 0.693 0.547
H 3.6203 3.4566 -5.0659 0.633 -0.514 -0.484
H 3.6161 5.0102 -4.6006 -0.079 0.432 0.998
H 5.4471 2.3235 -3.7438 0.168 -0.390 0.017
C -7.1822 3.6626 2.3620 -0.014 -0.125 -0.159
O -6.9550 2.3103 1.9249 0.804 1.473 -0.744
C -5.9345 2.2711 0.8825 -0.832 -0.905 0.676
C -5.7566 0.8232 0.4524 -0.564 0.036 1.186
N -7.0214 0.1166 0.2444 0.321 1.377 -1.227
C -7.0108 -1.3032 0.4435 -1.406 0.299 1.258
C -8.5406 -1.7681 0.6510 0.870 -0.632 0.375
O -9.3950 -1.0938 1.6160 0.122 0.681 -0.993
C -8.8641 -0.8276 2.8975 1.104 -0.388 -0.211
H -7.2565 4.3860 1.5499 -0.652 -0.341 -0.589
H -6.3793 4.1502 2.9149 0.515 -0.759 0.564
H -8.0808 3.6678 2.9789 0.048 -0.017 -0.165
H -4.9792 2.5387 1.3340 0.075 0.560 -0.224
H -6.1837 2.8661 0.0038 -0.262 0.501 0.270
H -5.2470 0.4068 1.3213 0.410 -0.668 0.037
H -5.0533 0.8704 -0.3791 -0.187 -0.539 -0.304
H -7.7371 0.5589 0.8032 -0.005 -0.012 0.026
H -6.3790 -1.4860 1.3126 -0.106 -0.615 0.578
H -6.4961 -1.8187 -0.3674 -0.541 -0.206 -0.307
H -8.6354 -2.8207 0.9179 0.744 -0.297 0.136
H -9.0192 -1.7480 -0.3281 -0.261 0.728 0.167
H -7.9503 -0.2449 2.7815 0.195 0.080 0.292
H -8.6243 -1.7483 3.4293 0.144 -0.286 0.019
H -9.5185 -0.2681 3.5660 -0.516 0.052 -0.663
```
Positions in Å, forces in eV/Å.

Properties
**Highest occupied orbital energy**: -6.80 eV
**Total energy**: -29043.61550 eV
**Multiplicity**: 1
**Frontier orbital gap**: 0.1375 hartree
**LUMO energy**: -3.0578 eV

---

C14H34N3O4 | wB97M-V/def2-TZVPD

Structure (XYZ):
```
55
Properties=species:S:1:pos:R:3:forces:R:3
N 3.7948 0.4428 5.0879 -1.118 -0.569 -0.033
C 2.6522 1.3829 4.7160 -0.924 -0.755 -1.985
C 1.8212 0.6349 3.4724 -0.653 1.378 1.435
C 0.5436 1.6192 3.0293 0.200 -0.863 -1.222
C -0.8985 0.8801 3.2906 -0.570 0.469 0.233
C -1.6915 1.4228 4.6500 -0.793 -0.518 -0.709
C -2.9504 0.3455 4.8644 -4.641 -2.123 -0.904
O -2.9507 -0.6442 5.7606 0.855 4.743 -3.791
O -4.0951 0.5406 3.9226 6.008 -0.475 4.392
H 3.3337 -0.3900 5.5596 0.783 1.373 -0.728
H 4.1981 0.0263 4.2042 -0.730 0.819 1.204
H 3.0249 2.4239 4.2887 -0.535 -2.163 1.188
H 1.8762 1.5494 5.5913 1.901 -0.341 -1.653
H 2.5616 0.4482 2.5809 -1.442 0.226 1.724
H 1.4183 -0.3776 3.9577 0.853 2.078 -1.410
H 0.6280 2.6937 3.5315 -0.234 -2.370 -0.870
H 0.6203 1.7813 1.8491 -0.076 -0.206 2.529
H -1.6218 1.0942 2.3672 1.533 -0.589 2.146
H -0.7597 -0.2989 3.3846 -0.233 2.595 -0.246
H -2.1798 2.4875 4.4191 1.147 -2.373 0.520
H -0.9910 1.4939 5.5950 -1.336 -0.331 -1.870
C -0.4039 1.9443 -4.0135 -0.051 0.121 -0.285
C -1.0945 2.3928 -2.7278 0.270 -0.436 0.177
C -0.1095 2.8621 -1.6318 -0.313 -0.136 0.305
O 0.5490 1.7971 -0.9396 0.191 0.553 -0.504
C 1.7012 1.2934 -1.5988 -0.279 -0.176 0.388
N -1.9583 1.3048 -2.2460 0.189 0.250 0.241
H 0.0822 0.9711 -3.9136 -0.042 0.106 0.092
H -1.1342 1.8538 -4.8249 0.054 -0.019 0.163
H 0.3500 2.6734 -4.3265 -0.008 -0.066 0.027
H -1.7307 3.2472 -2.9847 0.042 0.007 0.133
H -0.6882 3.3939 -0.8664 0.077 -0.189 -0.021
H 0.6184 3.5821 -2.0239 0.122 -0.085 -0.115
H 2.2536 2.0786 -2.1234 -0.063 0.016 -0.068
H 1.4188 0.4973 -2.2898 0.159 0.050 -0.187
H 2.3590 0.8552 -0.8432 -0.113 0.099 0.027
H -2.4828 1.6386 -1.4365 -0.018 -0.102 -0.179
H -1.3473 0.5819 -1.8551 -0.124 0.121 -0.021
C -1.6336 -2.0593 -3.0396 -0.207 0.215 -0.110
C -0.1495 -1.9683 -2.6921 -0.269 -0.585 0.245
C 0.6759 -3.1741 -3.1984 0.263 0.151 0.315
O 0.5341 -4.3567 -2.4056 -0.057 0.260 -0.628
C -0.6018 -5.1453 -2.7272 0.131 -0.081 0.389
N -0.0101 -1.7918 -1.2391 0.328 -0.223 -0.212
H -2.1660 -2.7903 -2.4269 0.151 0.008 -0.010
H -2.1213 -1.0921 -2.8775 0.099 -0.216 -0.044
H -1.7724 -2.3278 -4.0916 0.014 -0.019 0.054
H 0.2427 -1.0720 -3.1855 0.102 -0.117 -0.007
H 1.7374 -2.9047 -3.1334 -0.089 -0.102 0.104
H 0.4755 -3.3860 -4.2552 -0.174 -0.072 0.003
H -0.8263 -5.1296 -3.7978 -0.020 0.105 0.016
H -1.4654 -4.8103 -2.1502 -0.159 -0.040 -0.183
H -0.3910 -6.1776 -2.4343 0.091 0.127 -0.026
H 0.9762 -1.6452 -1.0213 -0.196 0.124 0.039
H -0.2215 -2.6933 -0.8015 -0.096 0.347 -0.067
```
Positions in Å, forces in eV/Å.

Properties
**Highest occupied orbital energy**: -3.71 eV
**Total energy**: -27725.84581 eV
**Multiplicity**: 1
**Frontier orbital gap**: 0.2187 hartree
**LUMO energy**: 2.2387 eV
**Charge**: -1